{
  "formula": "C23H26N5RuS",
  "method": "ωB97M-V/def2-TZVPD",
  "charge": 0,
  "lumo_ev": [-0.575, -0.427],
  "gap_ev": [6.2, 6.7],
  "fmax_ev_per_a": 0.47,
  "homo_ev": [-6.77, -7.16],
  "multiplicity": 2,
  "symbols": ["Ru", "C", "C", "C", "N", "C", "C", "C", "C", "C", "C", "C", "N", "C", "C", "C", "N", "C", "C", "C", "C", "C", "C", "C", "N", "C", "C", "H", "H", "H", "H", "H", "H", "H", "H", "H", "H", "H", "H", "H", "H", "H", "H", "H", "H", "H", "H", "H", "H", "H", "H", "H", "H", "S", "C", "N"],
  "coordinates": [[-0.133, 0.263, -0.041], [2.427, -2.753, -0.446], [2.016, -2.272, 0.943], [0.564, -2.541, 1.292], [-0.396, -1.715, 0.551], [-1.643, -2.115, 0.503], [-2.131, -3.234, 1.250], [-3.300, -3.930, 1.154], [-4.364, -3.790, 0.246], [-4.512, -2.781, -0.665], [-3.728, -1.633, -0.856], [-2.547, -1.229, -0.255], [-2.049, 0.023, -0.390], [-2.884, 1.117, -0.872], [-2.541, 2.403, -0.126], [-1.268, 3.119, -0.559], [-0.085, 2.273, -0.491], [1.114, 2.775, -0.442], [1.386, 4.189, -0.450], [2.513, 4.886, -0.145], [3.797, 4.436, 0.221], [4.206, 3.136, 0.205], [3.516, 1.970, -0.162], [2.185, 1.740, -0.471], [1.701, 0.511, -0.788], [2.576, -0.433, -1.485], [2.014, -1.843, -1.600], [2.020, -3.755, -0.616], [3.516, -2.859, -0.472], [2.230, -1.209, 1.068], [2.619, -2.794, 1.690], [0.411, -2.389, 2.365], [0.355, -3.595, 1.084], [-1.472, -3.561, 2.041], [-3.405, -4.737, 1.871], [-5.148, -4.535, 0.292], [-5.394, -2.835, -1.294], [-4.125, -0.938, -1.585], [-3.938, 0.892, -0.696], [-2.755, 1.253, -1.952], [-2.482, 2.171, 0.941], [-3.365, 3.109, -0.258], [-1.154, 3.994, 0.086], [-1.381, 3.488, -1.586], [0.535, 4.801, -0.715], [2.396, 5.965, -0.179], [4.521, 5.189, 0.503], [5.238, 2.967, 0.497], [4.128, 1.078, -0.159], [3.564, -0.495, -1.017], [2.740, -0.022, -2.488], [2.380, -2.279, -2.533], [0.927, -1.794, -1.685], [0.562, 0.879, 2.084], [-0.588, 0.014, 2.984], [-1.364, -0.574, 3.608]],
  "forces_ev_per_angstrom": [[-0.012, -0.456, -0.102], [0.000, -0.030, -0.020], [0.001, 0.051, 0.017], [-0.071, 0.036, -0.037], [0.001, -0.105, -0.072], [-0.071, -0.044, -0.038], [0.054, 0.088, 0.017], [-0.069, -0.090, -0.040], [0.069, -0.002, 0.029], [-0.001, 0.054, -0.054], [-0.071, -0.012, 0.031], [0.069, 0.078, -0.046], [-0.126, 0.096, -0.121], [0.033, -0.050, 0.126], [0.021, 0.015, -0.033], [0.000, -0.040, 0.059], [-0.120, 0.068, 0.110], [0.372, 0.174, 0.075], [-0.288, -0.283, -0.219], [0.183, 0.146, 0.043], [-0.198, 0.016, -0.039], [0.163, -0.045, 0.031], [-0.102, -0.123, -0.217], [0.005, 0.278, -0.063], [0.232, 0.021, 0.137], [0.001, 0.099, 0.112], [-0.093, 0.036, 0.004], [0.014, -0.009, 0.023], [0.004, 0.012, -0.017], [0.036, 0.002, 0.003], [-0.013, -0.021, -0.002], [-0.013, 0.033, 0.013], [0.025, -0.011, 0.005], [-0.012, 0.020, 0.028], [-0.010, 0.003, 0.000], [0.018, -0.017, -0.003], [0.008, 0.011, -0.010], [-0.028, 0.012, 0.016], [-0.012, -0.002, 0.040], [-0.024, 0.004, -0.023], [-0.003, -0.003, 0.005], [0.004, 0.010, 0.011], [0.037, 0.014, 0.010], [-0.010, -0.001, -0.019], [-0.010, -0.002, -0.015], [-0.001, -0.011, -0.002], [-0.006, 0.008, 0.007], [-0.010, -0.021, -0.014], [0.036, 0.048, 0.034], [-0.013, -0.074, 0.033], [0.054, 0.009, -0.008], [0.012, -0.005, 0.003], [-0.007, -0.015, -0.026], [-0.282, -0.082, 0.311], [0.210, 0.120, -0.072], [0.010, -0.009, -0.019]]
}

{
  "formula": "C23H26N6ReS",
  "method": "ωB97M-V/def2-TZVPD",
  "charge": 2,
  "lumo_ev": [-7.274, -8.348],
  "gap_ev": [6.5, 5.7],
  "fmax_ev_per_a": 3.92,
  "de_lowest_kcal_mol": 0.0,
  "homo_ev": [-13.77, -14.00],
  "multiplicity": 4,
  "symbols": ["Re", "C", "C", "N", "N", "C", "N", "S", "C", "C", "C", "C", "C", "N", "H", "H", "H", "H", "H", "H", "H", "H", "H", "C", "C", "C", "C", "C", "C", "C", "C", "C", "C", "N", "C", "C", "C", "C", "C", "N", "H", "H", "H", "H", "H", "H", "H", "H", "H", "H", "H", "H", "H", "H", "H", "H", "H"],
  "coordinates": [[0.226, -0.872, 0.018], [2.677, -3.553, -2.349], [1.895, -2.418, -1.789], [1.282, -2.457, -0.535], [1.531, -3.535, 0.226], [0.842, -3.538, 1.382], [1.026, -4.601, 2.199], [-0.349, -2.321, 1.875], [1.611, -1.206, -2.514], [2.107, -0.947, -3.805], [1.851, 0.320, -4.395], [1.150, 1.279, -3.632], [0.632, 0.989, -2.382], [0.863, -0.249, -1.853], [2.894, -4.339, -1.605], [3.610, -3.155, -2.763], [2.159, -3.957, -3.252], [1.669, -5.298, 1.862], [0.738, -4.587, 3.161], [2.638, -1.741, -4.282], [2.152, 0.625, -5.392], [0.900, 2.280, -3.984], [0.032, 1.682, -1.817], [-0.859, 4.205, 2.612], [-1.008, 3.873, 1.088], [-1.985, 2.804, 0.670], [-3.299, 3.243, 0.463], [-4.333, 2.408, 0.075], [-4.040, 1.065, -0.108], [-2.739, 0.544, 0.080], [-2.583, -0.803, -0.502], [-3.381, -1.964, 0.126], [-1.685, 1.402, 0.553], [-0.423, 0.887, 0.850], [0.411, 1.350, 1.821], [1.625, 0.696, 1.947], [2.769, 0.917, 2.737], [3.705, -0.083, 2.314], [3.111, -0.817, 1.326], [1.891, -0.322, 1.017], [0.230, 4.217, 2.863], [-1.441, 3.524, 3.294], [-1.212, 5.239, 2.831], [-0.022, 3.581, 0.702], [-1.335, 4.837, 0.634], [-3.498, 4.276, 0.584], [-5.333, 2.820, -0.033], [-4.814, 0.434, -0.482], [-1.467, -1.196, -0.496], [-2.902, -0.811, -1.549], [-3.208, -2.002, 1.198], [-3.100, -2.923, -0.334], [-4.450, -1.737, -0.012], [0.108, 2.123, 2.540], [2.918, 1.699, 3.412], [4.695, -0.255, 2.680], [3.515, -1.635, 0.725]],
  "forces_ev_per_angstrom": [[0.759, 0.763, 2.354], [0.076, 0.009, -0.424], [-1.543, -0.788, 2.737], [1.609, -1.413, -3.288], [-0.516, -0.030, 1.112], [0.151, -0.640, 0.034], [0.013, 1.205, -1.113], [0.634, -0.119, -0.739], [-0.089, 1.810, -0.848], [-0.894, 1.221, 0.505], [-0.455, -0.083, 1.325], [-0.300, 0.150, -0.242], [0.983, -2.065, -0.449], [0.252, 0.406, -0.619], [-0.285, 0.494, -0.493], [0.098, -0.111, 0.237], [0.110, 0.031, 0.778], [0.113, -0.221, 0.233], [-0.135, -0.073, -0.003], [0.324, -0.104, -0.513], [0.202, -0.449, 0.114], [0.381, -0.329, -0.367], [-0.053, 0.049, 0.179], [-0.033, 0.130, 0.480], [0.214, 0.529, 0.153], [-0.596, -0.637, 0.688], [0.421, -0.879, -0.314], [0.446, -0.172, 0.598], [0.915, 0.498, 0.102], [-0.131, 1.929, 0.024], [0.298, -1.847, 0.116], [0.130, 0.483, 0.283], [-2.441, 1.487, -0.321], [1.213, -0.328, 0.841], [-1.138, -0.276, -0.381], [0.693, 0.563, -0.333], [0.347, -2.286, -1.741], [-0.640, 1.365, 1.147], [-0.256, -0.656, -1.547], [-0.535, 0.227, 0.486], [-0.882, -0.154, 0.118], [0.705, 0.525, -0.665], [0.133, -0.795, -0.213], [-0.073, 0.440, -0.098], [0.468, -0.890, -0.133], [-0.112, 0.861, 0.113], [0.152, -0.274, -0.151], [-0.324, -0.504, -0.174], [-1.725, -0.093, -0.665], [0.784, 0.246, -0.150], [0.028, -0.163, 0.073], [-0.306, 0.351, 0.120], [0.381, -0.322, -0.107], [0.058, -0.288, -0.556], [0.158, 0.866, 1.064], [0.262, 0.091, 0.177], [-0.049, 0.261, 0.456]]
}

{
  "formula": "C23H26N9O2S2SeY",
  "method": "ωB97M-V/def2-TZVPD",
  "charge": 0,
  "lumo_ev": 0.355,
  "gap_ev": 6.5,
  "fmax_ev_per_a": 2.53,
  "de_lowest_kcal_mol": 12.9,
  "homo_ev": -6.12,
  "symbols": ["Y", "N", "C", "C", "C", "C", "C", "N", "C", "C", "C", "C", "C", "N", "H", "H", "H", "H", "H", "H", "H", "H", "H", "N", "C", "C", "C", "C", "C", "C", "S", "O", "O", "N", "C", "N", "C", "C", "C", "N", "H", "H", "H", "H", "H", "H", "H", "H", "H", "Se", "C", "N", "C", "S", "N", "C", "H", "H", "H", "H", "H", "H", "H", "H"],
  "coordinates": [[-1.433, -0.261, -0.297], [-0.835, 0.063, -3.909], [-1.791, 1.022, -3.588], [-2.323, 1.810, -4.618], [-3.283, 2.751, -4.312], [-3.692, 2.880, -2.990], [-3.114, 2.065, -2.038], [-2.166, 1.162, -2.313], [-0.835, -1.253, -3.474], [-0.216, -2.227, -4.265], [-0.335, -3.551, -3.898], [-1.094, -3.875, -2.778], [-1.640, -2.846, -2.036], [-1.486, -1.558, -2.354], [-0.425, 0.186, -4.828], [-2.009, 1.654, -5.640], [-3.715, 3.373, -5.083], [-4.435, 3.605, -2.696], [-3.428, 2.138, -1.001], [0.339, -1.931, -5.146], [0.130, -4.326, -4.492], [-1.252, -4.904, -2.496], [-2.275, -3.045, -1.176], [5.645, 1.122, 3.248], [4.404, 0.604, 2.980], [3.484, 1.317, 2.202], [2.216, 0.817, 1.982], [1.853, -0.393, 2.544], [2.747, -1.114, 3.316], [4.013, -0.618, 3.538], [0.305, -1.140, 2.092], [0.128, -2.378, 2.781], [-0.774, -0.159, 2.252], [0.334, -1.271, 0.465], [1.388, -1.828, -0.127], [2.372, -2.353, 0.616], [3.387, -2.885, -0.031], [3.471, -2.897, -1.417], [2.405, -2.320, -2.092], [1.369, -1.789, -1.476], [5.978, 1.863, 2.656], [6.345, 0.490, 3.600], [3.785, 2.253, 1.756], [1.504, 1.368, 1.381], [2.424, -2.059, 3.721], [4.722, -1.184, 4.124], [4.161, -3.312, 0.598], [4.312, -3.326, -1.938], [2.367, -2.281, -3.175], [-3.792, -0.902, 0.060], [-0.276, 3.471, 3.289], [-1.556, 2.827, 3.153], [-1.962, 2.227, 2.029], [-1.073, 2.403, 0.579], [-3.124, 1.596, 2.008], [-3.858, 1.188, 3.183], [-0.331, 4.210, 4.088], [-0.053, 3.970, 2.349], [0.515, 2.745, 3.503], [-2.017, 2.554, 4.011], [-3.342, 1.031, 1.181], [-4.353, 2.048, 3.636], [-3.197, 0.698, 3.904], [-4.612, 0.472, 2.861]],
  "forces_ev_per_angstrom": [[-1.150, 1.968, -1.102], [0.613, 0.040, -0.221], [-0.493, 0.385, 0.245], [0.007, -0.079, 0.070], [0.104, -0.037, 0.276], [0.097, -0.034, -0.059], [-0.289, 0.186, 0.042], [0.309, -0.008, -0.372], [-0.285, -0.415, -0.031], [-0.010, 0.032, 0.025], [-0.110, 0.230, 0.071], [0.044, 0.057, 0.032], [-0.071, -0.618, -0.262], [0.248, 0.045, -0.412], [-0.159, -0.047, 0.289], [0.062, -0.043, -0.021], [0.011, -0.010, -0.076], [-0.064, -0.011, 0.013], [0.139, -0.102, -0.184], [-0.029, -0.024, -0.064], [0.020, -0.012, -0.035], [-0.028, -0.029, 0.094], [0.143, 0.124, 0.075], [0.302, 0.151, 0.058], [-0.421, -0.110, 0.022], [0.095, -0.074, 0.001], [-0.032, 0.089, 0.021], [-0.515, -0.258, -0.033], [-0.083, 0.091, 0.074], [-0.031, 0.027, -0.046], [-0.204, 0.449, 0.058], [0.381, -0.179, 0.141], [0.301, -0.308, -0.190], [0.662, -0.481, 1.874], [1.184, -0.706, -0.832], [-0.298, -0.193, -0.053], [0.248, -0.024, -0.326], [0.033, -0.043, 0.052], [0.240, -0.109, 0.008], [-0.050, 0.188, 0.335], [0.070, -0.087, 0.033], [0.011, 0.091, -0.083], [-0.016, 0.147, -0.018], [-0.029, 0.044, -0.080], [0.079, -0.185, 0.024], [0.065, -0.049, 0.135], [0.105, -0.042, -0.098], [0.026, -0.034, -0.013], [0.133, -0.045, -0.054], [-1.327, -0.443, 0.434], [0.353, 0.067, -0.053], [-0.337, -0.371, 0.430], [-0.534, 0.331, -0.160], [0.262, 0.258, -0.526], [0.273, 0.170, 0.530], [0.012, 0.179, 0.126], [0.017, -0.037, 0.013], [0.126, 0.062, 0.138], [-0.021, 0.126, -0.003], [-0.033, 0.063, -0.192], [-0.137, -0.281, -0.318], [-0.031, -0.022, 0.150], [-0.062, -0.030, 0.042], [0.073, -0.020, -0.015]]
}